Record 1
{
  "formula": "C4H10O2",
  "method": "the ωB97M-V functional and the def2-TZVPD basis",
  "elements": ["C", "O", "C", "C", "C", "O", "H", "H", "H", "H", "H", "H", "H", "H", "H", "H"],
  "xyz": [[2.08010, 0.56462, -0.76483], [0.66944, 0.55895, -0.59672], [0.01128, -0.62622, -0.68600], [-1.21567, -0.76231, -0.18019], [-1.85063, 0.33120, 0.64347], [-2.08894, 1.51188, -0.09919], [2.39763, -0.12829, -1.55640], [2.35565, 1.58339, -1.05153], [2.58397, 0.30227, 0.17298], [0.58499, -1.45713, -1.10017], [-1.73906, -1.69262, -0.36783], [-2.81788, 0.00530, 1.03762], [-1.21326, 0.55795, 1.52186], [-1.22734, 1.76006, -0.46092], [1.06425, -1.08663, 1.36511], [0.33956, -1.21492, 1.18740]],
  "forces_ev_per_angstrom": [[0.2, 0.0, 0.0], [-0.2, 0.0, 0.1], [-0.5, -0.1, -0.4], [0.0, 0.2, -0.5], [-0.1, -0.3, 0.1], [0.2, 0.3, -0.1], [-0.1, 0.1, 0.1], [0.0, -0.2, 0.1], [-0.1, 0.0, -0.2], [-0.2, 0.2, -0.3], [0.1, 0.0, 0.1], [0.1, 0.0, -0.1], [-0.1, -0.1, -0.3], [-0.2, 0.1, 0.0], [-0.1, -0.2, 0.6], [1.0, -0.1, 0.7]],
  "gap_ha": 0.35800,
  "homo_ha": -0.3231,
  "charge": 0,
  "de_lowest_kj_mol": 311.2
}

Record 2
{
  "formula": "C3H8O",
  "method": "the ωB97M-V functional and the def2-TZVPD basis",
  "elements": ["C", "C", "C", "H", "H", "H", "H", "H", "H", "O", "H", "H"],
  "xyz": [[-0.75088, 0.49140, -1.19221], [0.15812, 0.67134, -0.20188], [-0.13728, 0.61960, 1.25736], [-0.48662, 0.67670, -2.22492], [-1.78313, 0.32503, -0.95959], [1.17354, 0.96968, -0.47018], [0.50789, -0.07949, 1.74155], [0.02873, 1.57818, 1.69911], [-1.16686, 0.33001, 1.46340], [0.77413, -2.11038, -0.02849], [0.16068, -1.48126, -0.53920], [1.63846, -2.03726, -0.44268]],
  "forces_ev_per_angstrom": [[1.4, 0.8, 1.1], [-1.1, 0.4, -1.2], [-0.6, -0.3, -0.5], [0.0, -0.2, 0.0], [-0.4, -0.3, 0.1], [-0.1, -0.2, 0.0], [0.5, -0.5, 0.4], [0.2, 0.8, 0.3], [0.0, 0.0, -0.1], [-1.3, 0.8, -0.8], [1.5, -1.3, 1.0], [-0.1, 0.1, -0.1]],
  "gap_ha": 0.40033,
  "homo_ha": -0.3612,
  "charge": 0,
  "de_lowest_kj_mol": 78.4
}

Record 3
{
  "formula": "H3N2PS",
  "method": "the ωB97M-V functional and the def2-TZVPD basis",
  "elements": ["N", "N", "P", "S", "H", "H", "H"],
  "xyz": [[0.14953, 0.01411, -0.24683], [-1.00927, 0.53588, -0.18101], [0.23806, -1.70854, 1.68524], [-0.21118, -3.19397, 0.29407], [-1.52105, 0.75425, -1.06162], [-1.55905, 0.52099, 0.62981], [0.87844, -3.93394, 0.51357]],
  "forces_ev_per_angstrom": [[-2.8, 0.8, 0.7], [3.4, -1.7, -2.8], [-0.6, 0.2, -1.1], [0.1, 0.7, 1.1], [0.5, 0.3, 0.6], [-0.9, -0.1, 2.0], [0.3, -0.2, -0.4]],
  "gap_ha": [0.24074, 0.24067],
  "homo_ha": [-0.2619, -0.2619],
  "charge": 0,
  "de_lowest_kj_mol": 253.4
}

Record 4
{
  "formula": "C2H9N2P3",
  "method": "the ωB97M-V functional and the def2-TZVPD basis",
  "elements": ["C", "C", "N", "N", "P", "P", "P", "H", "H", "H", "H", "H", "H", "H", "H", "H"],
  "xyz": [[3.11720, -0.33085, 0.29314], [1.68674, -1.00054, 0.19831], [-0.76135, -0.63368, -0.72679], [-2.72401, 1.46007, 1.84613], [-2.29025, -0.16161, -1.15114], [-2.51753, 1.77117, 0.33384], [0.18498, 0.14455, 0.38150], [3.33952, 0.35442, -0.58004], [3.35536, 0.06340, 1.25179], [3.90604, -1.13021, 0.14344], [1.58427, -1.68390, 1.07875], [1.31969, -1.45419, -0.84903], [-1.78317, 1.54622, 2.23262], [-2.47382, -1.36291, -1.87772], [-3.89119, 1.83260, -0.27886], [-2.05246, 0.58546, -2.29594]],
  "forces_ev_per_angstrom": [[0.2, -1.7, -2.6], [-0.8, 0.3, -0.9], [3.3, 1.4, 2.6], [0.1, 0.1, 0.5], [-0.4, -0.8, -0.4], [-1.7, 0.7, -1.3], [-0.7, -1.8, -2.2], [-0.5, -0.3, 1.3], [-0.2, 0.8, 0.7], [-1.0, 0.6, 0.2], [0.0, 0.0, -1.0], [1.6, 0.4, 2.5], [-0.1, -0.2, 0.4], [-0.8, 0.0, 0.0], [1.0, 0.1, 0.8], [0.1, 0.5, -0.4]],
  "gap_ha": 0.26098,
  "homo_ha": -0.3017,
  "charge": 0,
  "de_lowest_kj_mol": 153.5
}

Record 5
{
  "formula": "C6H13N",
  "method": "the ωB97M-V functional and the def2-TZVPD basis",
  "elements": ["C", "N", "C", "C", "C", "C", "C", "H", "H", "H", "H", "H", "H", "H", "H", "H", "H", "H", "H", "H"],
  "xyz": [[1.36938, 1.59188, 0.85504], [0.69436, 1.29835, -0.17160], [0.69176, -0.09488, -0.58016], [0.64413, -0.22836, -2.10347], [-0.52733, -0.68525, 0.18180], [-0.24019, -0.69510, 1.67871], [-1.85830, 0.00888, -0.16932], [1.24435, 2.57005, 1.32146], [2.10748, 0.91720, 1.31735], [1.59103, -0.63277, -0.21948], [1.57214, 0.15183, -2.54934], [0.53238, -1.27875, -2.39956], [-0.18269, 0.34535, -2.53382], [-0.59134, -1.74455, -0.07404], [0.12136, 0.29035, 1.99016], [0.54177, -1.42649, 1.91011], [-1.12961, -0.95195, 2.25570], [-1.89248, 0.34666, -1.21511], [-2.03850, 0.88787, 0.46407], [-2.68774, -0.69405, -0.02067]],
  "forces_ev_per_angstrom": [[0.3, 0.3, -0.4], [0.3, 0.1, 0.2], [0.0, 0.0, 0.0], [-0.1, 0.0, 0.1], [0.0, -0.3, -0.1], [0.0, 0.0, 0.1], [0.0, -0.1, 0.0], [0.1, 0.0, -0.2], [-0.2, 0.0, -0.1], [-0.1, 0.2, 0.0], [-0.2, -0.1, 0.1], [0.0, 0.2, 0.1], [0.1, -0.1, 0.1], [-0.1, 0.0, -0.5], [-0.4, -0.3, 0.3], [-0.1, 0.1, 0.0], [0.0, 0.0, 0.0], [0.0, -0.1, 0.3], [0.1, -0.2, -0.2], [0.1, 0.2, 0.0]],
  "gap_ha": 0.39531,
  "homo_ha": -0.3529,
  "charge": 0,
  "de_lowest_kj_mol": 62.3
}

Record 6
{
  "formula": "C22H25N2O2Si",
  "method": "the ωB97M-V functional and the def2-TZVPD basis",
  "elements": ["C", "O", "C", "C", "C", "C", "C", "O", "C", "C", "C", "C", "C", "C", "C", "C", "C", "C", "H", "H", "H", "H", "H", "H", "H", "H", "H", "H", "H", "H", "H", "C", "Si", "C", "C", "N", "C", "N", "C", "C", "H", "H", "H", "H", "H", "H", "H", "H", "H", "H", "H", "H"],
  "xyz": [[-6.75644, -3.06603, -3.41811], [-5.72663, -2.16158, -3.87640], [-4.49330, -2.21497, -3.30915], [-3.53414, -1.29936, -3.80965], [-2.26104, -1.28148, -3.28244], [-1.87575, -2.15373, -2.23382], [-0.55619, -2.06251, -1.66110], [-0.35605, -3.00553, -0.70768], [0.85095, -3.08035, -0.04871], [1.90304, -2.18917, -0.33960], [3.14148, -2.45230, 0.31748], [3.23827, -3.47562, 1.25295], [2.13398, -4.29740, 1.54714], [0.93670, -4.11634, 0.87067], [1.60876, -1.13406, -1.22388], [0.45063, -1.15922, -1.98715], [-2.83855, -3.08055, -1.76221], [-4.12464, -3.11225, -2.27282], [-7.61445, -2.80329, -4.03875], [-6.46885, -4.11345, -3.58441], [-6.98621, -2.90147, -2.35626], [-3.83647, -0.62010, -4.60482], [-1.52260, -0.57826, -3.66314], [4.00421, -1.83818, 0.04189], [4.18513, -3.65469, 1.76867], [2.20650, -5.07706, 2.30527], [0.06461, -4.74473, 1.03432], [2.29691, -0.29711, -1.30181], [0.28618, -0.46388, -2.80653], [-2.60177, -3.78719, -0.97021], [-4.84754, -3.82539, -1.87122], [1.78019, 3.29683, 4.37066], [1.58889, 4.27634, 2.80643], [-0.16778, 4.74789, 2.43925], [2.69848, 5.76668, 2.80718], [2.10317, 3.13599, 1.43779], [1.56154, 1.90114, 1.07776], [2.19885, 1.36639, 0.04844], [3.19686, 2.25314, -0.30684], [3.15399, 3.34605, 0.53516], [1.45884, 3.91127, 5.22505], [1.16740, 2.38587, 4.35452], [2.82889, 3.01269, 4.53360], [-0.54249, 5.40236, 3.24060], [-0.24031, 5.29843, 1.49125], [-0.81992, 3.86620, 2.38485], [2.38390, 6.43395, 3.62574], [3.74990, 5.50037, 2.98338], [2.62783, 6.33673, 1.87042], [0.71973, 1.50454, 1.62887], [3.87769, 2.07451, -1.12528], [3.76764, 4.22982, 0.56262]],
  "forces_ev_per_angstrom": [[0.2, 0.2, -0.1], [0.9, -0.3, 0.6], [-0.2, -0.1, 0.0], [-0.2, -0.3, 0.1], [0.1, -0.1, 0.3], [-0.7, 0.0, -0.4], [-0.3, -1.5, 0.5], [0.7, 1.4, -0.4], [-0.3, -0.2, -0.4], [-0.2, -1.0, 1.1], [-0.2, 0.1, 0.1], [0.3, 0.4, -0.3], [-0.4, 0.2, -0.2], [0.4, -0.1, 0.3], [0.0, 0.1, -1.1], [0.4, 0.2, 0.5], [0.0, 0.2, 0.0], [-0.2, 0.3, -0.4], [0.1, -0.2, 0.2], [0.0, 0.3, 0.0], [0.1, 0.0, -0.3], [0.1, -0.2, 0.2], [-0.4, -0.1, 0.0], [-0.3, -0.2, 0.3], [-0.3, 0.1, -0.3], [0.1, 0.2, -0.3], [0.2, 0.1, 0.0], [0.0, -0.4, -0.2], [0.1, 0.0, 0.5], [0.1, 0.2, -0.2], [0.3, 0.3, -0.2], [-0.1, 0.0, 0.2], [0.2, -0.6, -0.6], [-0.2, 0.1, 0.1], [0.2, 0.1, -0.1], [0.2, -0.3, -0.5], [1.2, 1.5, -0.2], [-0.3, 0.2, 0.5], [-0.5, 0.7, 1.0], [-0.7, -0.9, 0.0], [0.1, -0.2, -0.2], [0.1, 0.2, 0.1], [-0.3, 0.0, -0.1], [0.0, -0.2, -0.2], [0.0, -0.2, 0.2], [0.1, 0.2, 0.0], [0.1, -0.2, -0.2], [-0.2, 0.1, -0.1], [0.0, -0.1, 0.2], [0.1, -0.2, -0.2], [-0.1, 0.0, 0.0], [0.0, 0.0, 0.1]],
  "gap_ha": 0.24332,
  "homo_ha": -0.4040,
  "charge": 1
}